The following is a quantum chemistry calculation of a single C7H10 molecule at a distorted geometry, from the Open Molecules 2025 dataset.

The SMILES is C=CC[C@@H]1CC1=C. The calculation puts the LUMO energy at 1.14 eV. Its spin multiplicity is 1. As for the relative energy (zero: lowest compared OMol25 entry of this formula, charge and spin): 106.35 kcal per mole. The net charge is 0. As for the highest occupied orbital energy: -9.375 eV.

Positions of all 17 atoms, in Å:
C1 -3.041 0.871 -1.199
C2 -1.810 1.302 -0.919
C3 -0.757 0.366 -0.073
C4 0.847 0.244 -0.131
C5 1.488 -1.154 -0.585
C6 1.780 -0.695 0.830
C7 2.362 -0.859 1.979
H1 -3.699 1.598 -1.688
H2 -3.356 -0.010 -0.725
H3 -1.550 2.330 -1.145
H4 -0.832 0.831 1.002
H5 -1.247 -0.757 -0.095
H6 1.500 1.016 -0.533
H7 0.687 -1.928 -0.371
H8 2.278 -1.318 -1.333
H9 3.003 -1.701 2.261
H10 2.345 -0.136 2.726

The following is a quantum chemistry calculation of a single C7H10 molecule at a distorted geometry, from the Open Molecules 2025 dataset.

The SMILES is C1[C@@H]2CC3(CC3)[C@H]12. The calculation puts the LUMO energy at 1.16 eV. Its spin multiplicity is 1. As for the relative energy (zero: lowest compared OMol25 entry of this formula, charge and spin): 66.29 kcal per mole. The net charge is 0. As for the highest occupied orbital energy: -9.393 eV.

Positions of all 17 atoms, in Å:
C1 1.561 0.838 0.678
C2 1.536 -0.645 0.311
C3 0.594 -0.907 -0.871
C4 -0.484 -0.123 -0.091
C5 -1.963 -0.304 -0.076
C6 -1.368 0.977 -0.610
C7 0.425 0.001 1.122
H1 1.478 1.589 -0.103
H2 2.282 1.045 1.471
H3 2.562 -0.942 0.513
H4 0.243 -1.929 -1.099
H5 0.955 -0.493 -1.814
H6 -2.413 -0.995 -0.784
H7 -2.458 -0.263 0.892
H8 -1.426 1.159 -1.683
H9 -1.471 1.883 -0.018
H10 0.135 -0.110 2.166

The following is a quantum chemistry calculation of a single C7H10 molecule at a distorted geometry, from the Open Molecules 2025 dataset.

The SMILES is C1C[C@H]2[C@@H]1[C@H]1C[C@@H]21. The calculation puts the LUMO energy at 1.18 eV. Its spin multiplicity is 1. As for the relative energy (zero: lowest compared OMol25 entry of this formula, charge and spin): 124.88 kcal per mole. The net charge is 0. As for the highest occupied orbital energy: -7.960 eV.

Positions of all 17 atoms, in Å:
C1 1.468 -0.122 0.596
C2 0.425 0.861 1.209
C3 -0.219 1.054 -0.185
C4 0.840 0.138 -0.769
C5 -0.605 -0.890 -1.299
C6 -1.294 -1.247 -0.045
C7 -1.391 0.171 -0.580
H1 2.515 0.193 0.683
H2 1.405 -1.159 0.945
H3 -0.235 0.435 1.968
H4 0.876 1.776 1.596
H5 -0.294 2.068 -0.575
H6 1.491 0.466 -1.600
H7 0.326 -1.013 -1.811
H8 -2.217 -1.826 -0.125
H9 -0.727 -1.477 0.854
H10 -2.363 0.574 -0.864

The following is a quantum chemistry calculation of a single C7H10 molecule, from the Open Molecules 2025 dataset.

The SMILES is C#CC[C@@H]1C[C@@H]1C. The calculation puts the LUMO energy at 1.12 eV. Its spin multiplicity is 1. As for the relative energy (zero: lowest compared OMol25 entry of this formula, charge and spin): 58.10 kcal per mole. The net charge is 0. As for the highest occupied orbital energy: -9.692 eV.

Positions of all 17 atoms, in Å:
C1 2.044 1.785 -0.092
C2 1.774 0.613 -0.009
C3 1.396 -0.807 0.050
C4 0.000 -1.098 -0.504
C5 -0.780 -0.067 -1.274
C6 -1.253 -0.505 0.086
C7 -1.239 0.421 1.284
H1 2.242 2.829 -0.185
H2 2.125 -1.389 -0.528
H3 1.473 -1.176 1.082
H4 -0.097 -2.124 -0.855
H5 -1.335 -0.389 -2.152
H6 -0.343 0.927 -1.353
H7 -2.106 -1.181 0.072
H8 -2.145 1.038 1.301
H9 -1.217 -0.155 2.216
H10 -0.375 1.092 1.276

The following is a quantum chemistry calculation of a single C7H10 molecule, from the Open Molecules 2025 dataset.

The SMILES is C=C=C[C@@H](C)C=C. The calculation puts the LUMO energy at 1.11 eV. Its spin multiplicity is 1. As for the relative energy (zero: lowest compared OMol25 entry of this formula, charge and spin): 55.96 kcal per mole. The net charge is 0. As for the highest occupied orbital energy: -9.324 eV.

Positions of all 17 atoms, in Å:
C1 2.326 -0.151 -0.979
C2 1.852 0.092 0.212
C3 1.044 0.227 1.228
C4 -0.426 -0.074 0.942
C5 -1.171 1.242 0.716
C6 -0.555 -1.052 -0.202
C7 -1.290 -0.894 -1.297
H1 2.275 0.610 -1.753
H2 2.692 -1.137 -1.250
H3 1.338 0.604 2.206
H4 -0.855 -0.579 1.820
H5 -2.245 1.082 0.577
H6 -1.029 1.910 1.572
H7 -0.776 1.749 -0.172
H8 0.031 -1.964 -0.086
H9 -1.359 -1.682 -2.041
H10 -1.851 0.016 -1.494

The following is a quantum chemistry calculation of a single C7H10 molecule at a distorted geometry, from the Open Molecules 2025 dataset.

The SMILES is C1C[C@H]2[C@@H]1[C@H]1C[C@@H]21. The calculation puts the LUMO energy at 1.17 eV. Its spin multiplicity is 1. As for the relative energy (zero: lowest compared OMol25 entry of this formula, charge and spin): 88.55 kcal per mole. The net charge is 0. As for the highest occupied orbital energy: -8.564 eV.

Positions of all 17 atoms, in Å:
C1 -1.350 0.616 0.445
C2 -1.506 -0.650 -0.390
C3 -0.057 -0.675 -0.884
C4 -0.168 0.911 -0.505
C5 1.247 0.832 0.109
C6 1.337 -0.230 1.192
C7 1.323 -0.662 -0.216
H1 -2.212 1.284 0.399
H2 -1.079 0.480 1.495
H3 -2.120 -1.491 -0.090
H4 -1.912 -0.210 -1.320
H5 0.021 -1.243 -1.829
H6 -0.568 1.493 -1.347
H7 2.044 1.571 0.040
H8 2.304 -0.317 1.676
H9 0.500 -0.506 1.822
H10 2.166 -1.152 -0.695

The following is a quantum chemistry calculation of a single C7H10 molecule at a distorted geometry, from the Open Molecules 2025 dataset.

The SMILES is C=CC(=C)C(=C)C. The calculation puts the LUMO energy at 0.62 eV. Its spin multiplicity is 1. As for the relative energy (zero: lowest compared OMol25 entry of this formula, charge and spin): 70.75 kcal per mole. The net charge is 0. As for the highest occupied orbital energy: -8.175 eV.

Positions of all 17 atoms, in Å:
C1 2.453 -1.066 -0.545
C2 1.385 -0.493 0.027
C3 0.243 0.085 -0.637
C4 0.036 0.550 -1.885
C5 -0.888 0.348 0.338
C6 -1.432 1.585 0.459
C7 -1.349 -0.693 1.371
H1 3.199 -1.515 0.100
H2 2.409 -1.415 -1.569
H3 1.417 -0.270 1.091
H4 0.833 0.503 -2.613
H5 -0.980 0.832 -2.118
H6 -1.571 2.261 -0.370
H7 -1.527 2.041 1.434
H8 -1.006 -0.284 2.333
H9 -0.809 -1.631 1.188
H10 -2.414 -0.838 1.395

The following is a quantum chemistry calculation of a single C7H10 molecule, from the Open Molecules 2025 dataset.

The SMILES is C#C[C@@H]1[C@H](C)[C@@H]1C. The calculation puts the LUMO energy at 1.09 eV. Its spin multiplicity is 1. As for the relative energy (zero: lowest compared OMol25 entry of this formula, charge and spin): 54.37 kcal per mole. The net charge is 0. As for the highest occupied orbital energy: -9.269 eV.

Positions of all 17 atoms, in Å:
C1 1.961 -0.376 1.942
C2 1.547 -0.378 0.809
C3 1.090 -0.328 -0.560
C4 0.074 0.725 -0.967
C5 -0.474 1.705 0.044
C6 -0.326 -0.721 -0.950
C7 -1.309 -1.269 0.062
H1 2.351 -0.359 2.935
H2 1.867 -0.558 -1.285
H3 0.252 1.153 -1.952
H4 0.206 2.553 0.173
H5 -1.445 2.093 -0.286
H6 -0.609 1.242 1.025
H7 -0.389 -1.189 -1.931
H8 -2.291 -0.793 -0.042
H9 -1.443 -2.346 -0.079
H10 -0.961 -1.114 1.087

| no. | HOMO-LUMO gap (eV) | energy (Ha) |
| --- | --- | --- |
| 1 | 10.5 | -272.5485 |
| 2 | 10.6 | -272.6124 |
| 3 | 9.1 | -272.5190 |
| 4 | 10.8 | -272.6254 |
| 5 | 10.4 | -272.6288 |
| 6 | 9.7 | -272.5769 |
| 7 | 8.8 | -272.6053 |
| 8 | 10.4 | -272.6314 |